The following is a DFT calculation (ωB97M-V with the def2-TZVPD basis set) of C11H35GaN9O17 as an isolated structure in a non-equilibrium geometry.

Structure (XYZ):
```
73
C11H35GaN9O17 | OMol25 | ωB97M-V with the def2-TZVPD basis set
C 1.91 1.63 3.65
O 1.47 2.91 3.08
C 0.16 3.29 3.64
Ga -1.47 2.64 2.51
C -2.75 1.48 3.72
N -4.03 2.26 4.07
H 1.19 0.80 3.18
H 1.80 1.68 4.83
H 3.05 1.38 3.45
H 0.08 4.46 3.71
H -0.03 2.88 4.74
H -1.04 1.73 1.26
H -2.39 3.91 2.06
H -3.05 0.48 3.19
H -2.20 1.18 4.73
H -3.80 2.70 5.01
H -4.23 3.00 3.36
C 1.54 1.33 8.11
N 0.24 1.56 7.43
O -0.58 0.63 7.44
O 0.07 2.66 6.91
H 1.55 0.32 8.53
H 2.33 1.45 7.36
H 1.64 2.08 8.90
C -0.18 -1.36 -0.83
N -0.29 -1.57 0.64
O -0.71 -0.63 1.31
O 0.04 -2.68 1.07
H -0.51 -0.35 -1.07
H 0.87 -1.50 -1.11
H -0.82 -2.10 -1.32
C 2.48 -3.36 -3.87
N 1.09 -2.92 -3.57
O 0.93 -1.74 -3.23
O 0.20 -3.77 -3.69
H 3.16 -2.52 -3.72
H 2.72 -4.17 -3.18
H 2.50 -3.70 -4.91
C -1.98 1.71 -4.35
N -2.09 1.50 -2.88
O -2.51 2.45 -2.21
O -1.76 0.39 -2.45
H -2.31 2.72 -4.59
H -0.93 1.57 -4.63
H -2.62 0.97 -4.84
C -5.89 1.06 -2.49
N -5.98 1.45 -3.92
O -4.94 1.84 -4.46
O -7.09 1.36 -4.45
H -4.86 1.19 -2.15
H -6.57 1.70 -1.92
H -6.19 0.01 -2.41
C 1.99 3.61 -6.66
N 0.68 3.17 -6.10
O 0.04 2.33 -6.75
O 0.32 3.68 -5.03
H 2.17 3.08 -7.59
H 1.93 4.69 -6.82
H 2.75 3.36 -5.92
C 3.86 -1.55 6.20
N 3.75 -1.76 7.67
O 3.33 -0.82 8.35
O 4.08 -2.87 8.10
H 3.54 -0.54 5.97
H 4.91 -1.70 5.93
H 3.22 -2.29 5.71
C 2.17 -7.05 -6.72
N 2.49 -6.74 -5.30
O 2.16 -7.57 -4.45
O 3.08 -5.67 -5.08
H 1.66 -8.01 -6.76
H 1.52 -6.25 -7.09
H 3.11 -7.08 -7.27
```

## Properties
energy relative to the best compared isomer or geometry (same formula, charge and spin): 56.8 kcal per mole
lowest unoccupied orbital energy: 0.7 eV
spin multiplicity: 1
charge: -1
HOMO energy: -3.00 eV
electronic energy: -4135.8663 Ha

Here are the Löwdin charges for atoms 1 to 6, given in e: number 1, C, carries -0.16; number 2, O, carries -0.35; number 3, C, carries -0.35; number 4, Ga, carries 0.34; number 5, C, carries -0.42; number 6, N, carries -0.17